No. 1
Entry from OMol25: a structure of composition C59H42FN9O2P2PbS3 (the ωB97M-V functional and the def2-TZVPD basis).

```
119
Properties=species:S:1:pos:R:3:lowdin_charge:R:1
Pb 0.258 -0.262 -0.154 1.090
S 1.851 0.463 -2.715 0.190
S -3.315 0.249 0.769 0.841
S -0.130 -2.687 -1.244 0.241
P -0.046 0.910 -3.179 0.273
P -1.258 -1.701 -2.660 0.405
F -1.186 2.428 1.030 0.020
O 3.630 -3.032 1.398 -0.031
O -2.307 -0.807 0.430 -0.641
N -1.281 -0.874 3.653 0.201
N 2.261 -2.829 1.040 -0.029
N 1.001 1.125 3.244 0.000
N 3.208 -2.041 0.342 0.062
N 2.804 0.089 1.475 0.123
N 0.719 3.041 2.124 0.280
N -0.247 0.957 2.538 0.029
N 0.444 -1.573 2.023 0.033
N 2.983 2.281 2.558 0.103
C -1.991 1.501 3.939 -0.107
C -3.396 -3.079 -1.374 -0.114
C -1.266 0.382 3.366 -0.305
C 3.532 -0.702 0.681 -0.319
C -0.395 2.622 -2.575 -0.330
C 4.820 2.206 4.165 -0.015
C -5.285 -2.162 -3.197 -0.105
C -4.438 0.335 -0.640 -0.237
C -0.424 -1.758 3.117 -0.303
C 1.439 0.488 4.285 0.112
C -1.361 1.115 -5.646 -0.098
C -1.554 2.701 3.344 -0.069
C 4.701 -0.040 0.242 -0.122
C 6.827 0.508 -0.715 -0.127
C -1.683 3.144 -2.714 -0.096
C 3.530 1.833 3.822 -0.157
C -0.561 2.350 2.251 -0.443
C 1.876 -4.475 3.715 -0.033
C -2.956 3.973 4.792 -0.110
C -2.020 3.930 3.762 -0.026
C -2.998 -2.257 -2.420 -0.364
C 3.339 0.569 5.856 -0.045
C 2.775 0.999 4.656 -0.164
C -1.989 4.406 -2.226 -0.103
C -1.048 -4.695 -5.497 -0.103
C 0.524 -3.005 -6.155 -0.087
C -0.016 -2.921 3.829 -0.124
C -1.488 1.403 -7.000 -0.099
C -1.014 5.160 -1.581 -0.113
C -1.424 -3.922 -4.407 -0.093
C 1.363 -2.507 2.086 -0.282
C 4.616 0.961 6.221 -0.102
C 6.743 1.814 -0.160 -0.130
C 3.413 1.277 1.533 -0.225
C -0.075 -4.236 -6.377 -0.115
C -3.404 2.790 5.379 -0.107
C 1.156 -3.392 3.196 -0.107
C 1.578 2.246 2.607 -0.287
C 0.147 -2.232 -5.062 -0.076
C 0.573 3.384 -1.930 -0.108
C -1.373 -0.009 -2.650 -0.586
C 0.851 1.949 -7.094 -0.103
C 5.358 1.773 5.367 -0.092
C 4.626 1.269 0.819 -0.125
C -0.834 -2.679 -4.179 -0.318
C 5.661 2.201 0.591 -0.057
C 0.973 1.668 -5.738 -0.105
C -4.735 -3.437 -1.233 -0.102
C -5.680 -2.980 -2.142 -0.123
C -0.468 -3.537 5.006 -0.040
C 0.264 4.647 -1.430 -0.094
C -4.449 -0.556 1.916 -0.238
C 5.822 -0.408 -0.530 -0.036
C -0.133 1.257 -5.003 -0.333
C 1.405 -5.085 4.859 -0.126
C -3.951 -1.803 -3.330 -0.103
C -2.938 1.550 4.961 -0.026
C -0.380 1.823 -7.727 -0.118
C 0.237 -4.614 5.498 -0.123
H 1.020 5.213 -0.899 0.098
H -6.020 -1.801 -3.908 0.092
H 2.748 -0.091 6.480 0.105
H 1.941 -5.926 5.284 0.080
H -3.261 0.629 5.433 0.108
H -5.040 -4.075 -0.411 0.097
H 0.644 -1.291 -4.880 0.064
H 5.046 0.625 7.157 0.090
H 6.361 2.073 5.642 0.094
H 7.548 2.517 -0.348 0.079
H -2.448 1.294 -7.492 0.091
H -3.632 -1.154 -4.139 0.098
H -1.510 -5.662 -5.657 0.091
H 1.296 -2.646 -6.826 0.098
H 1.568 2.974 -1.806 0.060
H -3.771 0.460 -1.501 0.027
H 5.871 -1.400 -0.966 0.106
H 0.220 -4.843 -7.225 0.088
H -5.097 1.199 -0.514 0.054
H 1.932 1.752 -5.237 0.073
H -5.002 -0.597 -0.732 0.036
H -2.447 2.543 -3.195 0.091
H -0.099 -5.104 6.406 0.081
H -3.329 4.926 5.148 0.086
H -3.856 -0.820 2.793 0.036
H 5.394 2.823 3.484 0.104
H -2.995 4.797 -2.332 0.089
H 7.703 0.244 -1.296 0.080
H -2.648 -3.412 -0.663 0.067
H 2.790 -4.808 3.236 0.101
H -4.847 -1.450 1.433 0.047
H -2.205 0.757 -5.064 0.079
H -1.350 -3.161 5.511 0.098
H 5.589 3.207 0.992 0.096
H -1.651 4.837 3.297 0.113
H -2.174 -4.292 -3.718 0.100
H -1.260 6.138 -1.181 0.089
H -4.121 2.842 6.191 0.091
H -0.474 2.045 -8.784 0.087
H -5.243 0.148 2.181 0.054
H -6.722 -3.260 -2.031 0.089
H 1.719 2.265 -7.662 0.091
```

Output
Total charge ... -2
Orbital gap ... 5.20 eV
Lowest unoccupied orbital energy ... 3.8 eV
Spin multiplicity ... 1

***

No. 2
Entry from OMol25: a structure of composition C59H42N7O3P2V (the ωB97M-V functional and the def2-TZVPD basis).

```
114
Properties=species:S:1:pos:R:3:lowdin_charge:R:1
V -5.960 -28.917 0.507 0.604
P -3.324 -29.128 0.221 1.119
P -7.229 -30.818 1.662 1.105
O -6.127 -30.161 -1.101 -0.409
O -6.137 -17.203 5.960 -0.056
O -4.472 -31.306 1.880 -0.067
N -5.470 -27.861 2.248 0.003
N -6.106 -26.812 -0.094 0.025
N -9.448 -32.167 -3.659 0.158
N -5.897 -23.483 4.256 0.199
N -4.936 -32.668 -2.399 0.185
N -7.319 -30.362 -1.659 0.031
N -6.607 -22.528 2.357 0.169
C -1.093 -28.546 -3.124 -0.075
C -1.469 -28.216 2.125 -0.081
C -9.340 -27.338 1.627 -0.054
C -2.689 -29.057 -1.460 -0.378
C -1.939 -25.529 1.575 -0.077
C -6.622 -18.687 4.077 -0.024
C -3.336 -29.927 -2.332 -0.103
C -5.027 -26.332 4.604 0.049
C -6.471 -31.666 3.038 -0.273
C -5.835 -19.534 6.158 0.017
C -6.475 -32.265 5.400 -0.060
C -9.411 -26.947 2.963 -0.070
C -1.256 -30.987 0.269 -0.056
C -4.975 -28.362 3.393 -0.091
C -8.704 -28.536 1.292 -0.145
C -6.050 -32.372 -2.485 -0.146
C -7.791 -33.147 0.461 -0.126
C -6.316 -23.832 2.031 -0.098
C -5.583 -25.774 3.406 -0.068
C -2.821 -30.143 -3.585 -0.070
C -7.155 -31.935 4.244 -0.070
C -5.078 -31.710 3.046 -0.291
C -6.493 -16.103 5.174 -0.093
C -5.935 -20.838 5.671 0.017
C -1.723 -29.430 -4.025 -0.058
C -8.213 -29.393 2.288 -0.353
C -5.078 -32.267 5.396 -0.035
C -6.667 -19.934 3.562 -0.045
C -5.715 -26.514 2.220 -0.138
C -6.349 -21.055 4.315 -0.146
C -2.603 -32.786 1.836 -0.003
C -6.200 -18.432 5.379 -0.254
C -8.254 -28.969 3.629 -0.066
C -8.473 -31.996 -3.057 -0.191
C -2.520 -30.684 0.734 -0.272
C -7.270 -31.520 -2.382 -0.266
C -6.318 -22.360 3.677 -0.261
C -9.921 -34.008 -0.201 -0.065
C -5.903 -24.407 3.235 -0.184
C -10.533 -32.820 0.200 -0.060
C -4.385 -31.989 4.221 -0.014
C -2.714 -26.495 0.963 -0.098
C -0.975 -25.880 2.514 -0.060
C -4.713 -27.662 4.584 -0.010
C -6.440 -26.369 -1.316 -0.064
C -0.742 -27.235 2.783 -0.058
C -1.563 -28.354 -1.837 -0.104
C -2.426 -27.870 1.186 -0.342
C -8.403 -31.997 0.877 -0.353
C -6.910 -25.051 -1.548 -0.017
C -8.542 -34.180 -0.074 -0.059
C -8.886 -27.753 3.959 -0.055
C -9.751 -31.777 0.692 -0.070
C -3.188 -31.578 1.526 -0.278
C -6.482 -24.546 0.755 -0.044
C -6.912 -24.145 -0.517 0.008
C -6.133 -25.912 0.939 -0.140
C -1.321 -33.081 1.403 -0.050
C -0.648 -32.196 0.595 -0.053
H -9.722 -26.738 0.830 0.106
H -10.220 -30.836 0.946 0.103
H -2.138 -24.509 1.300 0.105
H -7.787 -29.514 4.445 0.096
H -1.099 -27.586 -1.229 0.110
H -0.737 -30.334 -0.416 0.112
H -3.433 -26.147 0.239 0.098
H -7.312 -23.163 -0.687 0.117
H -0.881 -34.040 1.653 0.117
H -3.158 -33.465 2.475 0.123
H -4.523 -32.590 6.250 0.108
H -0.193 -27.990 -3.475 0.118
H -7.313 -24.842 -2.512 0.109
H -1.316 -29.528 -5.012 0.101
H -8.942 -27.451 4.999 0.112
H -8.231 -31.996 4.164 0.122
H -11.583 -32.692 0.121 0.099
H -6.724 -33.263 0.575 0.109
H -6.992 -32.578 6.264 0.098
H -5.647 -21.654 6.308 0.108
H -6.431 -27.140 -2.086 0.126
H -0.396 -25.109 2.993 0.104
H -6.974 -17.857 3.495 0.104
H -3.315 -31.934 4.249 0.118
H -7.517 -16.159 4.798 0.096
H -7.053 -20.075 2.538 0.115
H -1.238 -29.236 2.339 0.097
H -4.633 -29.433 3.330 0.120
H -4.927 -25.679 5.452 0.120
H -8.616 -28.893 0.276 0.091
H -8.072 -35.110 -0.372 0.113
H -10.601 -34.795 -0.557 0.117
H -6.446 -15.170 5.766 0.106
H -9.843 -26.001 3.250 0.108
H -5.546 -19.384 7.168 0.112
H -4.264 -28.200 5.406 0.117
H -6.834 -21.786 1.696 0.156
H 0.337 -32.403 0.239 0.107
H 0.000 -27.488 3.504 0.100
H -5.794 -15.955 4.362 0.095
H -3.321 -30.833 -4.228 0.100
H -4.269 -30.443 -2.027 0.060
```

Output
Energy above the lowest of the compared OMol25 structures with the same formula, charge and spin ... 44.7 kJ/mol
Total charge ... +1
Orbital gap (alpha / beta) ... 6.66 / 6.82 eV
Lowest unoccupied orbital energy (alpha / beta) ... -3.1 / -3.3 eV
⟨S²⟩ ... 3.77
Spin multiplicity ... 4

***

No. 3
Entry from OMol25: a structure of composition C59H43BaN5O4Si (the ωB97M-V functional and the def2-TZVPD basis).

```
113
Properties=species:S:1:pos:R:3:lowdin_charge:R:1
Ba -0.042 -0.129 -0.575 1.965
Si -0.200 -3.200 0.195 0.502
O -6.284 -0.137 5.421 0.040
O -4.838 -1.633 4.949 0.066
O -2.483 0.228 -0.397 -0.192
O -1.385 -0.538 1.379 -0.270
N 1.573 0.540 1.243 -0.043
N 2.361 -0.674 -1.311 -0.056
N 0.754 1.264 -2.723 -0.020
N -0.113 2.421 -0.139 -0.026
N -5.380 -0.570 4.723 -0.360
C 3.011 -0.724 -6.083 -0.050
C -2.127 2.650 5.991 -0.109
C 1.013 1.142 2.311 -0.273
C -0.899 3.584 4.142 -0.048
C 2.737 -0.052 3.125 -0.011
C -3.935 -4.067 1.916 -0.117
C -1.449 4.281 -0.214 -0.015
C -1.941 1.381 5.458 -0.078
C -0.643 3.340 -0.975 -0.247
C 3.771 -1.965 -2.580 -0.014
C -0.735 2.319 3.577 -0.174
C 0.249 2.462 -4.614 -0.019
C -1.946 -3.928 0.504 -0.320
C -4.622 -4.748 0.918 -0.139
C -4.031 1.773 1.516 0.005
C 4.196 -2.055 -1.299 -0.015
C 3.413 -1.039 0.888 -0.068
C 3.289 -1.242 -0.502 -0.248
C -1.409 3.871 1.077 -0.032
C -0.518 2.720 1.117 -0.261
C -3.897 -0.250 2.800 0.068
C -0.053 2.069 2.279 -0.064
C 2.616 -0.199 1.685 -0.253
C -2.620 -3.672 1.707 -0.127
C 0.804 -4.688 -0.557 -0.299
C -4.904 0.232 3.630 -0.156
C 3.227 -1.451 -7.245 -0.103
C -0.024 5.561 -3.503 -0.031
C 2.032 -0.554 -3.745 -0.070
C 6.660 -3.127 2.764 -0.117
C 4.522 -1.765 1.567 -0.199
C -2.293 4.816 -3.343 -0.037
C -0.453 3.382 -2.369 -0.072
C -3.978 -5.019 -0.283 -0.131
C -1.248 1.217 4.269 -0.028
C 2.327 -1.285 -5.005 -0.195
C 5.593 -1.067 2.124 -0.040
C 0.535 -3.148 1.979 -0.262
C 0.176 2.406 -3.162 -0.253
C 0.873 1.329 -5.014 -0.021
C 5.590 -3.832 2.231 -0.089
C -0.441 6.705 -4.165 -0.098
C -3.463 0.526 1.741 -0.094
C 2.777 -2.758 -7.349 -0.118
C -5.002 2.268 2.380 -0.058
C 1.230 0.604 -3.804 -0.256
C 4.532 -3.158 1.640 -0.034
C 2.121 -3.340 -6.272 -0.090
C -1.790 6.911 -4.419 -0.118
C 2.629 -1.067 -2.574 -0.267
C 1.903 -2.614 -5.113 -0.023
C -1.592 3.747 5.334 -0.101
C -2.667 -4.610 -0.483 -0.129
C -5.447 1.500 3.436 -0.014
C -2.713 5.959 -4.008 -0.098
C 6.654 -1.740 2.711 -0.101
C 1.732 0.767 3.516 -0.009
C -2.357 0.027 0.828 -0.726
C -0.942 4.599 -3.081 -0.212
H -1.925 4.311 1.915 0.092
H 1.027 5.394 -3.301 0.122
H 0.263 -4.018 2.593 0.017
H 0.288 7.443 -4.480 0.092
H -3.457 -1.219 2.987 0.117
H 3.756 -0.994 -8.074 0.091
H -1.993 5.121 -0.619 0.096
H 3.477 -0.529 3.749 0.100
H -0.145 3.245 -5.245 0.099
H 4.216 -2.417 -3.454 0.102
H 1.771 -4.363 -6.341 0.096
H -0.453 4.445 3.660 0.111
H -4.511 -5.543 -1.071 0.082
H 1.626 -3.092 1.937 -0.014
H 3.696 -3.709 1.225 0.111
H -6.202 1.852 4.124 0.108
H -3.016 4.074 -3.026 0.123
H -1.123 0.232 3.837 0.118
H -3.767 6.111 -4.210 0.093
H 5.596 0.016 2.078 0.119
H 0.402 -5.005 -1.526 -0.015
H -3.696 2.348 0.664 0.114
H -2.119 7.803 -4.938 0.088
H 5.045 -2.607 -0.929 0.099
H 1.837 -4.368 -0.728 -0.018
H -2.349 0.511 5.960 0.103
H 7.495 -3.652 3.214 0.088
H -5.648 -5.061 1.077 0.079
H 2.933 -3.320 -8.262 0.088
H 0.189 -2.246 2.493 -0.003
H -2.188 -4.813 -1.438 0.086
H -1.708 4.741 5.753 0.091
H -5.420 3.254 2.221 0.101
H 1.519 1.113 4.516 0.103
H 7.487 -1.179 3.121 0.091
H -4.426 -3.841 2.858 0.086
H -2.681 2.777 6.914 0.090
H 3.389 0.287 -5.996 0.115
H 0.823 -5.570 0.101 0.000
H 1.081 1.026 -6.028 0.090
H -2.097 -3.137 2.494 0.083
H 5.580 -4.914 2.276 0.097
H 1.392 -3.063 -4.270 0.125
```

Output
Energy above the lowest of the compared OMol25 structures with the same formula, charge and spin ... 124.5 kJ/mol
Total charge ... -2
Orbital gap ... 4.04 eV
Lowest unoccupied orbital energy ... 3.5 eV
Spin multiplicity ... 1

***

No. 4
Entry from OMol25: a structure of composition C59H44I2LaN7O2S4 (the ωB97M-V functional and the def2-TZVPD basis).

```
119
Properties=species:S:1:pos:R:3:lowdin_charge:R:1
La -0.058 0.078 -0.081 2.060
I 3.907 -3.885 -6.368 0.756
I 1.493 -5.156 -1.038 0.977
S 4.000 1.109 -2.562 0.003
S 2.353 3.165 -4.616 -0.162
S 4.003 1.868 -4.358 -0.155
S 1.233 3.213 -2.993 0.006
O -0.861 -2.875 0.666 -0.203
O 0.950 -1.972 -1.213 -0.294
N 0.191 -0.750 2.302 -0.024
N -3.099 3.587 -1.226 0.125
N -2.275 -1.297 -1.234 0.059
N -1.955 0.818 1.146 -0.061
N 2.175 0.669 0.910 -0.017
N -0.308 -0.094 -2.859 -0.124
N 0.218 2.646 0.137 0.007
C -2.631 2.567 -3.392 -0.007
C -3.939 1.047 2.212 -0.012
C 1.613 -1.559 -3.481 -0.160
C 5.188 5.515 -0.814 -0.080
C -2.486 -1.249 -2.550 -0.249
C 4.069 -2.938 0.609 -0.065
C 1.287 3.484 0.361 -0.301
C 2.459 -1.577 1.934 -0.062
C -2.101 2.872 -0.460 -0.262
C 1.488 -2.388 -2.322 -0.431
C 3.678 4.117 0.455 -0.196
C -1.287 -1.003 -3.433 -0.139
C 2.847 -3.274 -4.662 -0.750
C -4.592 -1.795 -0.903 -0.058
C -3.169 2.164 -4.573 -0.098
C -3.330 2.370 -2.085 -0.376
C 2.935 -0.362 1.295 -0.270
C -5.242 1.510 -3.435 -0.130
C -3.599 -2.046 4.373 -0.031
C -0.525 4.802 0.197 -0.034
C -3.305 -1.573 -0.436 -0.126
C 4.334 0.030 1.304 -0.027
C 4.090 4.760 1.623 -0.039
C 2.308 -1.996 -4.600 -0.124
C 0.999 -0.176 -3.532 -0.222
C -4.471 -2.425 5.393 -0.093
C -3.293 0.088 5.418 -0.035
C -0.786 -0.924 3.251 -0.243
C 4.877 -4.042 0.378 -0.109
C 3.355 -2.774 1.811 -0.156
C -2.992 -0.787 4.373 -0.208
C -4.053 1.719 1.024 -0.008
C -3.737 -1.475 -3.103 -0.039
C -2.304 1.558 -1.133 -0.093
C 4.231 4.504 -0.766 -0.014
C -2.057 -0.380 3.266 -0.087
C 0.933 -2.245 3.899 -0.019
C 5.596 6.156 0.354 -0.118
C -4.159 -0.287 6.443 -0.098
C 1.955 -3.733 -2.508 -0.599
C 4.296 -4.909 2.526 -0.107
C 0.842 4.834 0.392 -0.036
C -4.484 1.610 -4.627 -0.101
C -2.804 1.566 0.326 -0.357
C 3.025 1.750 0.720 -0.279
C -2.605 0.487 2.256 -0.249
C 5.045 5.776 1.576 -0.104
C -0.859 -3.976 1.558 -0.176
C 1.247 -1.553 2.638 -0.244
C 2.639 -4.175 -3.633 -0.267
C -0.284 -1.836 4.289 -0.010
C -0.861 3.439 0.020 -0.269
C 4.991 -5.046 1.332 -0.125
C -4.750 -1.546 6.436 -0.117
C 4.378 1.342 0.965 -0.032
C 3.502 -3.791 2.765 -0.040
C -4.807 -1.745 -2.268 -0.086
C -4.724 1.888 -2.230 -0.009
C 2.620 3.050 0.503 -0.076
H -5.397 -1.998 -0.204 0.099
H -0.805 -2.106 5.197 0.106
H 5.596 -5.925 1.140 0.089
H 4.368 -5.681 3.287 0.090
H 5.353 6.273 2.494 0.089
H -3.083 -1.623 0.625 0.102
H -5.424 -1.841 7.234 0.089
H 5.158 -0.603 1.605 0.105
H -5.797 -1.914 -2.680 0.100
H -0.135 -2.986 0.023 -0.015
H 2.426 -1.314 -5.436 0.098
H -0.793 -1.966 -3.555 0.128
H -4.373 0.405 7.251 0.092
H 3.898 4.005 -1.674 0.074
H -4.693 0.955 2.985 0.095
H 3.008 -3.714 3.724 0.075
H -1.643 3.026 -3.345 0.075
H -1.577 -3.763 2.354 0.064
H 5.246 1.985 0.902 0.113
H 0.120 -4.132 2.022 0.066
H -2.603 2.299 -5.492 0.099
H -3.384 -2.728 3.555 0.107
H 1.591 -2.884 4.468 0.082
H -3.905 3.956 -0.741 0.103
H 0.928 0.126 -4.580 0.117
H -4.937 -3.405 5.370 0.094
H -3.867 -1.415 -4.180 0.109
H -6.259 1.127 -3.479 0.093
H -1.215 5.638 0.156 0.092
H -4.914 1.306 -5.577 0.083
H 3.963 -2.192 -0.171 0.119
H 3.651 4.460 2.571 0.119
H 5.395 -4.130 -0.570 0.104
H -1.157 -4.903 1.054 0.059
H 2.986 -5.196 -3.699 0.065
H -1.629 -0.681 -4.422 0.122
H 1.471 5.706 0.533 0.103
H -2.830 1.070 5.423 0.120
H -5.333 1.800 -1.336 0.088
H 6.333 6.953 0.314 0.086
H -0.639 0.851 -2.959 0.041
H 1.653 0.536 -3.041 -0.031
H 5.613 5.805 -1.772 0.099
H -4.920 2.273 0.681 0.094
```

Output
Total charge ... -2
Orbital gap (alpha / beta) ... 5.18 / 5.05 eV
Lowest unoccupied orbital energy (alpha / beta) ... 3.5 / 3.4 eV
Spin multiplicity ... 1

***

| no. | electronic energy (a.u.) |
| --- | --- |
| 1 | -5086.65219 |
| 2 | -4509.06044 |
| 3 | -3163.90930 |
| 4 | -5028.33008 |